# 1
{
  "formula": "C43H42CuNO2",
  "method": "the ωB97M-V functional and the def2-TZVPD basis",
  "species": ["Cu", "O", "C", "C", "C", "C", "C", "C", "C", "C", "C", "O", "C", "C", "C", "C", "C", "C", "C", "C", "C", "C", "C", "C", "N", "C", "C", "C", "C", "C", "C", "C", "C", "C", "C", "C", "C", "H", "H", "H", "H", "H", "H", "H", "H", "H", "H", "H", "H", "H", "H", "H", "H", "H", "H", "H", "H", "H", "H", "H", "H", "H", "H", "H", "C", "C", "C", "C", "C", "C", "C", "C", "C", "C", "H", "H", "H", "H", "H", "H", "H", "H", "H", "H", "H", "H", "H", "H", "H"],
  "xyz": [[0.455, 0.234, -0.380], [2.237, -0.332, -0.385], [2.944, -0.373, 0.785], [2.147, -1.148, 1.911], [1.030, -0.367, 2.535], [1.033, -0.037, 3.885], [0.021, 0.759, 4.393], [-0.942, 1.247, 3.533], [-0.903, 0.870, 2.194], [-1.826, 1.471, 1.196], [-1.064, 2.607, 0.389], [0.045, 2.134, -0.251], [-0.661, 3.685, 1.422], [-1.565, 4.592, 1.969], [-1.159, 5.501, 2.936], [0.159, 5.519, 3.370], [1.067, 4.620, 2.829], [0.658, 3.712, 1.862], [-2.029, 3.246, -0.632], [-3.417, 3.225, -0.543], [-4.204, 3.839, -1.510], [-3.616, 4.488, -2.583], [-2.231, 4.517, -2.682], [-1.450, 3.899, -1.719], [0.035, 0.033, 1.729], [4.251, -1.181, 0.548], [4.458, -1.757, -0.700], [5.598, -2.503, -0.967], [6.561, -2.681, 0.015], [6.370, -2.105, 1.262], [5.226, -1.364, 1.526], [3.348, 1.044, 1.240], [3.336, 2.059, 0.288], [3.709, 3.352, 0.620], [4.097, 3.658, 1.917], [4.107, 2.658, 2.877], [3.735, 1.363, 2.539], [2.826, -1.518, 2.679], [1.724, -1.995, 1.379], [1.818, -0.398, 4.536], [0.005, 1.025, 5.443], [-1.712, 1.923, 3.883], [-2.694, 1.892, 1.703], [-2.125, 0.720, 0.463], [-2.597, 4.597, 1.639], [-1.876, 6.203, 3.348], [0.476, 6.239, 4.116], [2.099, 4.621, 3.161], [1.359, 3.012, 1.422], [-3.908, 2.712, 0.274], [-5.284, 3.794, -1.431], [-4.229, 4.964, -3.340], [-1.756, 5.009, -3.523], [-0.371, 3.884, -1.796], [3.701, -1.589, -1.452], [5.730, -2.946, -1.947], [7.455, -3.257, -0.190], [7.118, -2.229, 2.037], [5.112, -0.921, 2.507], [2.998, 1.810, -0.709], [3.685, 4.132, -0.132], [4.382, 4.669, 2.181], [4.396, 2.884, 3.897], [3.743, 0.608, 3.312], [-2.468, -0.849, -1.415], [-2.195, -1.965, -0.547], [-0.886, -2.348, -0.732], [-0.271, -1.436, -1.678], [-1.318, -0.551, -2.123], [-1.198, 0.453, -3.236], [0.914, -1.826, -2.524], [-0.263, -3.599, -0.185], [-3.154, -2.568, 0.443], [-3.807, -0.201, -1.615], [-2.055, 0.383, -3.912], [-0.293, 0.270, -3.817], [-1.154, 1.480, -2.865], [0.601, -2.441, -3.379], [1.619, -2.402, -1.926], [1.446, -0.952, -2.903], [0.456, -3.412, 0.613], [0.266, -4.144, -0.971], [-1.035, -4.257, 0.218], [-3.545, -3.536, 0.111], [-4.006, -1.908, 0.610], [-2.661, -2.723, 1.406], [-4.388, -0.726, -2.382], [-3.695, 0.835, -1.933], [-4.399, -0.214, -0.696]],
  "multiplicity": 2,
  "orbital_gap_ev": [6.70, 6.46],
  "charge": -1,
  "relative_energy_kj_mol": 21.1,
  "e_lumo_ha": [0.101, 0.094],
  "largest_force_ev_per_a": 1.18
}

# 2
{
  "formula": "C43H43As2NO2Ru",
  "method": "the ωB97M-V functional and the def2-TZVPD basis",
  "species": ["Ru", "O", "C", "C", "C", "C", "C", "C", "C", "C", "C", "O", "C", "C", "C", "C", "C", "C", "C", "C", "C", "C", "C", "C", "N", "C", "C", "C", "C", "C", "C", "C", "C", "C", "C", "C", "C", "H", "H", "H", "H", "H", "H", "H", "H", "H", "H", "H", "H", "H", "H", "H", "H", "H", "H", "H", "H", "H", "H", "H", "H", "H", "H", "H", "C", "As", "C", "C", "C", "C", "C", "C", "C", "As", "C", "C", "H", "H", "H", "H", "H", "H", "H", "H", "H", "H", "H", "H", "H", "H", "H", "H"],
  "xyz": [[0.060, -0.248, -0.218], [0.309, -2.215, -0.256], [0.987, -2.858, 0.791], [0.098, -2.718, 2.056], [0.090, -1.358, 2.704], [0.627, -1.195, 3.970], [0.614, 0.051, 4.567], [0.045, 1.113, 3.892], [-0.494, 0.909, 2.630], [-1.136, 2.055, 1.898], [-0.273, 2.628, 0.745], [-0.260, 1.685, -0.296], [1.137, 2.894, 1.276], [2.245, 2.212, 0.797], [3.505, 2.424, 1.349], [3.669, 3.335, 2.377], [2.568, 4.048, 2.843], [1.317, 3.829, 2.295], [-0.859, 3.918, 0.167], [-1.875, 4.653, 0.761], [-2.346, 5.821, 0.166], [-1.802, 6.264, -1.025], [-0.782, 5.535, -1.626], [-0.317, 4.375, -1.034], [-0.462, -0.311, 2.050], [1.176, -4.333, 0.421], [1.169, -4.687, -0.925], [1.381, -6.000, -1.316], [1.608, -6.985, -0.365], [1.625, -6.641, 0.978], [1.414, -5.325, 1.367], [2.365, -2.213, 0.982], [2.930, -1.459, -0.043], [4.176, -0.859, 0.114], [4.877, -1.013, 1.298], [4.336, -1.791, 2.315], [3.096, -2.388, 2.155], [0.381, -3.441, 2.817], [-0.911, -2.978, 1.729], [1.049, -2.048, 4.484], [1.039, 0.193, 5.552], [0.012, 2.099, 4.331], [-1.338, 2.832, 2.633], [-2.090, 1.744, 1.470], [2.144, 1.525, -0.035], [4.356, 1.875, 0.967], [4.648, 3.504, 2.806], [2.690, 4.780, 3.630], [0.470, 4.407, 2.650], [-2.328, 4.334, 1.691], [-3.140, 6.380, 0.643], [-2.166, 7.174, -1.485], [-0.345, 5.878, -2.555], [0.481, 3.809, -1.498], [0.988, -3.921, -1.667], [1.371, -6.257, -2.368], [1.772, -8.010, -0.667], [1.805, -7.398, 1.730], [1.449, -5.093, 2.423], [2.424, -1.393, -0.999], [4.602, -0.285, -0.700], [5.846, -0.549, 1.425], [4.886, -1.935, 3.235], [2.702, -3.006, 2.951], [0.607, 0.967, -4.135], [-0.425, -0.218, -2.998], [-0.347, -1.905, -3.960], [-2.254, 0.347, -3.304], [-2.637, 0.963, -4.491], [-3.957, 1.343, -4.687], [-4.902, 1.102, -3.701], [-4.527, 0.486, -2.516], [-3.203, 0.111, -2.309], [-2.645, -0.719, -0.647], [-3.985, -0.097, 0.612], [-3.120, -2.590, -0.874], [0.397, 0.778, -5.186], [1.665, 0.800, -3.946], [0.356, 1.996, -3.882], [-0.788, -1.799, -4.950], [-0.886, -2.661, -3.393], [0.695, -2.212, -4.052], [-1.910, 1.157, -5.269], [-4.246, 1.828, -5.609], [-5.932, 1.397, -3.851], [-5.274, 0.309, -1.753], [-4.927, -0.619, 0.451], [-4.132, 0.974, 0.481], [-3.632, -0.298, 1.622], [-3.965, -2.681, -1.554], [-3.388, -3.001, 0.099], [-2.257, -3.133, -1.254]],
  "multiplicity": 6,
  "orbital_gap_ev": [7.86, 6.78],
  "charge": 1,
  "e_lumo_ha": [-0.075, -0.154],
  "largest_force_ev_per_a": 1.11
}

# 3
{
  "formula": "C43H43AsF5MnN4O3",
  "method": "the ωB97M-V functional and the def2-TZVPD basis",
  "species": ["Mn", "N", "C", "C", "C", "N", "H", "H", "H", "H", "H", "H", "H", "H", "H", "H", "O", "C", "O", "C", "C", "C", "C", "C", "C", "C", "C", "C", "N", "H", "H", "H", "H", "H", "H", "C", "C", "C", "C", "C", "C", "As", "N", "C", "C", "C", "C", "C", "C", "C", "C", "C", "C", "C", "C", "C", "C", "C", "C", "C", "C", "H", "H", "H", "H", "H", "H", "H", "H", "H", "H", "H", "H", "H", "H", "H", "H", "H", "H", "H", "H", "H", "H", "H", "H", "H", "H", "H", "F", "C", "C", "F", "C", "F", "C", "O", "C", "F", "C", "F"],
  "xyz": [[-1.451, 2.698, -0.570], [0.445, 2.710, -1.962], [1.638, 3.368, -1.418], [1.453, 4.880, -1.278], [0.727, 5.332, -0.014], [-0.671, 4.912, -0.035], [0.675, 1.749, -2.207], [0.151, 3.177, -2.817], [2.503, 3.202, -2.076], [1.853, 2.914, -0.446], [0.910, 5.251, -2.151], [2.438, 5.346, -1.271], [0.819, 6.429, 0.062], [1.206, 4.897, 0.868], [-1.162, 5.377, -0.801], [-1.123, 5.204, 0.826], [-4.767, 4.290, -1.487], [-3.861, 3.494, -1.325], [-2.620, 3.672, -1.632], [-4.115, 2.096, -0.784], [-5.381, 1.668, -0.364], [-5.571, 0.341, -0.094], [-4.535, -0.581, -0.364], [-4.723, -1.975, -0.307], [-3.703, -2.822, -0.648], [-2.467, -2.313, -1.043], [-2.237, -0.957, -1.106], [-3.273, -0.054, -0.761], [-3.066, 1.280, -0.872], [-6.160, 2.407, -0.261], [-6.510, -0.023, 0.292], [-5.687, -2.366, -0.014], [-3.845, -3.891, -0.621], [-1.679, -2.998, -1.318], [-0.246, -1.115, -1.149], [-2.474, -5.364, 1.986], [-1.553, -4.228, 1.667], [-1.809, -2.939, 2.107], [-0.937, -1.902, 1.836], [-1.295, -0.526, 2.303], [0.252, -2.117, 1.111], [1.342, -0.525, 0.787], [-0.965, -0.491, -1.520], [-0.730, -0.265, -2.883], [-1.579, 0.522, -3.660], [-1.299, 0.734, -4.995], [-0.179, 0.168, -5.585], [0.668, -0.616, -4.821], [0.392, -0.839, -3.485], [3.153, -1.278, 0.610], [3.926, -1.066, -0.534], [3.443, -0.222, -1.682], [5.186, -1.642, -0.637], [5.728, -2.393, 0.390], [7.077, -3.031, 0.266], [4.990, -2.530, 1.558], [3.725, -1.985, 1.680], [2.972, -2.139, 2.967], [0.482, -3.415, 0.614], [1.642, -3.750, -0.277], [-0.411, -4.435, 0.909], [-3.474, -5.007, 2.218], [-2.107, -5.910, 2.856], [-2.528, -6.065, 1.156], [-2.718, -2.735, 2.658], [-2.255, -0.532, 2.815], [-1.359, 0.136, 1.435], [-0.531, -0.136, 2.979], [-2.449, 0.977, -3.209], [-1.977, 1.336, -5.581], [0.031, 0.323, -6.632], [1.545, -1.068, -5.268], [1.039, -1.479, -2.898], [2.397, 0.065, -1.554], [3.552, -0.751, -2.628], [4.039, 0.688, -1.746], [5.752, -1.499, -1.546], [7.541, -2.782, -0.684], [6.991, -4.115, 0.335], [7.730, -2.696, 1.070], [5.410, -3.085, 2.384], [3.584, -2.635, 3.716], [2.068, -2.733, 2.823], [2.676, -1.156, 3.345], [1.747, -3.022, -1.084], [1.507, -4.736, -0.718], [2.574, -3.751, 0.284], [-0.219, -5.430, 0.528], [-1.108, 3.928, 6.014], [-0.907, 3.502, 4.758], [-1.878, 3.704, 3.780], [-3.004, 4.366, 4.078], [-1.657, 3.213, 2.510], [-2.617, 3.332, 1.535], [-0.465, 2.562, 2.093], [-0.310, 2.128, 0.897], [0.508, 2.429, 3.117], [1.684, 1.828, 2.820], [0.278, 2.850, 4.414], [1.198, 2.628, 5.362]],
  "multiplicity": 5,
  "orbital_gap_ev": [6.79, 5.84],
  "relative_energy_kj_mol": 100.5,
  "e_lumo_ha": [-0.019, -0.035],
  "largest_force_ev_per_a": 1.46
}

# 4
{
  "formula": "C43H43BF4MoN3O4",
  "method": "the ωB97M-V functional and the def2-TZVPD basis",
  "species": ["Mo", "O", "C", "O", "C", "C", "C", "C", "C", "N", "C", "O", "O", "H", "H", "H", "C", "C", "C", "C", "C", "C", "C", "C", "C", "C", "C", "C", "N", "C", "C", "N", "C", "C", "C", "C", "C", "C", "C", "C", "C", "C", "C", "C", "C", "C", "C", "C", "C", "C", "C", "C", "C", "C", "H", "H", "H", "H", "H", "H", "H", "H", "H", "H", "H", "H", "H", "H", "H", "H", "H", "H", "H", "H", "H", "H", "H", "H", "H", "H", "H", "H", "H", "H", "H", "H", "H", "H", "H", "H", "H", "H", "H", "H", "F", "B", "F", "F", "F"],
  "xyz": [[0.264, 1.747, 0.881], [-1.870, 5.168, 1.874], [-1.348, 4.081, 1.829], [-0.455, 3.672, 0.981], [-1.615, 3.032, 2.865], [-2.407, 3.159, 3.987], [-2.349, 2.170, 4.955], [-1.424, 1.142, 4.823], [-0.666, 1.080, 3.673], [-0.838, 1.959, 2.682], [0.559, 0.248, 3.446], [0.954, -0.540, 4.274], [1.133, 0.531, 2.318], [-3.029, 4.045, 4.087], [-2.975, 2.233, 5.840], [-1.251, 0.410, 5.601], [-0.927, -3.095, 2.852], [-0.987, -2.459, 1.454], [-0.879, -3.547, 0.384], [-2.242, -1.625, 1.254], [-3.471, -2.187, 1.595], [-4.659, -1.509, 1.382], [-4.634, -0.244, 0.826], [-3.435, 0.370, 0.468], [-3.496, 1.725, -0.195], [-4.129, 1.629, -1.588], [-4.247, 2.748, 0.653], [-2.222, -0.328, 0.686], [-0.944, 0.203, 0.235], [-0.434, -0.413, -0.799], [0.955, -0.189, -1.106], [1.646, 0.632, -0.373], [3.070, 0.441, -0.348], [3.965, 1.423, -0.831], [5.329, 1.149, -0.798], [5.825, -0.064, -0.346], [4.943, -1.023, 0.119], [3.568, -0.793, 0.149], [2.681, -1.897, 0.737], [2.749, -3.191, -0.089], [3.063, -2.189, 2.194], [3.555, 2.730, -1.474], [2.824, 2.483, -2.800], [2.787, 3.647, -0.504], [1.299, -0.990, -2.283], [2.424, -1.179, -3.035], [2.350, -2.069, -4.137], [1.201, -2.747, -4.461], [0.022, -2.567, -3.694], [-1.241, -3.179, -3.903], [-2.286, -2.897, -3.064], [-2.176, -1.992, -1.975], [-0.979, -1.371, -1.768], [0.108, -1.675, -2.628], [0.086, -3.438, 3.063], [-1.603, -3.959, 2.919], [-1.203, -2.385, 3.637], [-0.128, -1.824, 1.324], [-1.760, -4.203, 0.416], [0.010, -4.165, 0.569], [-0.805, -3.128, -0.627], [-3.494, -3.189, 2.023], [-5.608, -1.975, 1.641], [-5.568, 0.285, 0.646], [-2.493, 2.077, -0.324], [-5.195, 1.359, -1.517], [-3.625, 0.878, -2.205], [-4.040, 2.593, -2.096], [-5.312, 2.482, 0.750], [-4.175, 3.734, 0.185], [-3.835, 2.822, 1.659], [6.016, 1.904, -1.174], [6.895, -0.257, -0.355], [5.325, -1.971, 0.483], [1.653, -1.549, 0.733], [3.782, -3.563, -0.143], [2.388, -3.052, -1.109], [2.141, -3.973, 0.385], [4.036, -2.696, 2.254], [2.315, -2.843, 2.657], [3.100, -1.273, 2.784], [4.489, 3.231, -1.729], [1.867, 1.993, -2.657], [3.438, 1.851, -3.458], [2.624, 3.429, -3.308], [2.027, 3.054, -0.036], [2.284, 4.460, -1.018], [3.443, 4.030, 0.279], [3.358, -0.679, -2.800], [3.242, -2.223, -4.737], [1.193, -3.433, -5.308], [-1.371, -3.884, -4.722], [-3.243, -3.381, -3.229], [-3.036, -1.813, -1.337], [-0.168, 2.466, -1.192], [-0.590, 3.398, -2.323], [-0.652, 2.569, -3.471], [0.382, 4.410, -2.445], [-1.849, 3.931, -1.988]],
  "orbital_gap_ev": [5.53, 5.40],
  "charge": -1,
  "e_lumo_ha": [0.058, 0.057],
  "largest_force_ev_per_a": 2.90
}

# 5
{
  "formula": "C43H43FIrN7S",
  "method": "the ωB97M-V functional and the def2-TZVPD basis",
  "species": ["Ir", "C", "C", "C", "C", "C", "N", "C", "C", "C", "C", "C", "C", "C", "N", "C", "C", "C", "N", "C", "C", "N", "C", "C", "C", "N", "H", "H", "H", "H", "H", "H", "H", "H", "H", "H", "H", "H", "H", "H", "H", "H", "H", "H", "S", "C", "C", "C", "C", "C", "N", "H", "H", "H", "H", "C", "C", "C", "C", "C", "C", "C", "C", "C", "C", "C", "C", "N", "C", "C", "C", "C", "C", "C", "F", "H", "H", "H", "H", "H", "H", "H", "H", "H", "H", "H", "H", "H", "H", "H", "H", "H", "H", "H", "H", "H"],
  "xyz": [[-0.138, 0.083, -0.120], [6.618, -1.982, 0.418], [5.331, -1.207, 0.472], [5.021, -0.381, 1.550], [3.808, 0.269, 1.633], [2.845, 0.184, 0.616], [1.622, 0.848, 0.683], [1.619, 2.103, 1.287], [2.707, 2.985, 1.113], [2.748, 4.242, 1.670], [1.677, 4.742, 2.411], [1.695, 6.130, 2.988], [0.577, 3.918, 2.545], [0.546, 2.626, 2.017], [-0.636, 1.866, 2.272], [-1.455, 2.008, 3.327], [-2.632, 1.349, 3.052], [-2.451, 0.818, 1.779], [-1.240, 1.127, 1.311], [3.185, -0.614, -0.478], [4.381, -1.324, -0.526], [2.372, -0.637, -1.650], [2.852, -0.738, -2.906], [1.787, -0.828, -3.768], [0.663, -0.760, -2.950], [1.016, -0.653, -1.671], [7.377, -1.527, 1.054], [7.012, -2.032, -0.597], [6.470, -3.009, 0.762], [5.738, -0.263, 2.355], [3.603, 0.891, 2.495], [3.543, 2.646, 0.516], [3.620, 4.864, 1.501], [2.706, 6.421, 3.271], [1.063, 6.200, 3.872], [1.333, 6.863, 2.264], [-0.298, 4.293, 3.061], [-1.151, 2.574, 4.190], [-3.502, 1.275, 3.679], [-3.129, 0.265, 1.156], [4.571, -1.973, -1.373], [3.912, -0.711, -3.086], [1.813, -0.908, -4.840], [-0.380, -0.775, -3.214], [-2.141, 0.080, -1.520], [-1.406, 1.575, -1.988], [-1.829, 2.529, -2.912], [-1.019, 3.620, -3.137], [0.194, 3.745, -2.458], [0.552, 2.774, -1.551], [-0.249, 1.724, -1.323], [-2.767, 2.390, -3.430], [-1.317, 4.377, -3.851], [0.852, 4.584, -2.629], [1.478, 2.810, -1.003], [0.859, -0.487, 3.592], [1.880, -1.599, 3.405], [1.706, -2.625, 4.540], [2.017, -2.302, 2.046], [3.259, -2.921, 1.893], [3.528, -3.795, 0.864], [2.515, -4.122, -0.016], [1.242, -3.562, 0.077], [0.197, -4.269, -0.806], [-0.655, -5.296, -0.038], [-0.693, -3.433, -1.717], [1.044, -2.560, 1.061], [-0.216, -1.833, 1.023], [-1.198, -2.538, 1.680], [-0.823, -3.444, 2.712], [-1.727, -4.096, 3.512], [-3.094, -3.928, 3.307], [-3.519, -3.135, 2.255], [-2.598, -2.485, 1.465], [-3.094, -1.903, 0.380], [0.754, -0.273, 4.658], [-0.126, -0.770, 3.222], [1.163, 0.428, 3.100], [2.871, -1.165, 3.562], [0.664, -2.924, 4.663], [2.020, -2.166, 5.479], [2.311, -3.520, 4.386], [4.024, -2.721, 2.634], [4.503, -4.254, 0.772], [2.697, -4.868, -0.780], [0.815, -4.873, -1.473], [-1.569, -4.859, 0.362], [-0.104, -5.763, 0.780], [-0.956, -6.086, -0.728], [-1.301, -2.715, -1.173], [-1.372, -4.098, -2.254], [-0.103, -2.900, -2.456], [0.228, -3.608, 2.888], [-1.366, -4.747, 4.296], [-3.816, -4.436, 3.931], [-4.565, -3.037, 1.998]],
  "multiplicity": 2,
  "orbital_gap_ev": [7.61, 4.97],
  "charge": 1,
  "relative_energy_kj_mol": 0.0,
  "e_lumo_ha": [-0.067, -0.163],
  "largest_force_ev_per_a": 0.74
}